Arrangement one

One molecule with the formula C3H3NOS. Source: the OMol25 dataset; level of theory: ωB97M-V with the def2-TZVPD basis set.

Last column: Löwdin charge in e.
Atoms and positions in Å:
C 1.15868 -0.21291 -1.22805  -0.331
S 0.44485 0.84042 0.12597  0.968
C -0.81286 -0.16667 0.78869  -0.723
O -1.29401 -1.28358 0.40574  0.004
C -1.45719 0.63878 1.78272  -0.245
N -1.82278 1.33886 2.64450  0.191
H 0.60446 -1.09310 -1.58142  0.047
H 2.07802 -0.54847 -0.78624  0.018
H 1.10083 0.48667 -2.15192  0.072

SMILES string ... CSC(=O)C#N
LUMO level ... -0.74 eV



Arrangement two

One molecule with the formula C3H3NOS. Source: the OMol25 dataset; level of theory: ωB97M-V with the def2-TZVPD basis set.

Last column: Löwdin charge in e.
Atoms and positions in Å:
S 2.01049 -0.03973 -0.06083  0.627
C 0.35982 0.08846 0.12645  -0.846
C -0.49016 1.13326 0.15078  -0.133
C -1.71030 0.69600 -0.16276  -0.087
N -1.78096 -0.66464 -0.08989  0.012
O -0.45722 -1.05441 0.04534  -0.077
H 0.00405 2.07786 0.32307  0.123
H -2.58991 1.43306 -0.31574  0.163
H -2.41368 -1.29378 0.54561  0.217

SMILES string ... S=c1cc[nH]o1
LUMO level ... -0.12 eV



It turns out arrangement one is the most stable, with the second structure 146.2 kJ/mol higher.



Arrangement one

One molecule with the formula C8H9NO. Source: the OMol25 dataset; level of theory: ωB97M-V with the def2-TZVPD basis set.

Last column: Löwdin charge in e.
Atoms and positions in Å:
C 1.80510 1.06204 -0.07438  -0.029
C 0.44439 0.54221 -0.38245  -0.260
C -0.45545 1.46525 -0.93806  -0.021
C -1.76284 1.00332 -0.94431  -0.115
C -2.27663 -0.21481 -0.60878  -0.104
C -1.39430 -1.05947 -0.02399  -0.054
C -0.06664 -0.65582 -0.07495  -0.182
C 0.87999 -1.70245 0.64206  -0.149
N 1.29390 -1.28562 1.92962  -0.036
O 0.89142 -0.22009 2.35775  0.012
H 1.92759 1.80121 -0.83500  0.076
H 2.62670 0.44902 -0.11335  0.055
H 1.70959 1.56614 0.85983  0.084
H -0.32088 2.55507 -1.02315  0.127
H -2.51394 1.73259 -1.30875  0.110
H -3.33882 -0.57006 -0.73794  0.129
H -1.74643 -1.94356 0.50852  0.122
H 1.77452 -1.83990 0.01952  0.132
H 0.52274 -2.68505 0.74779  0.102

SMILES string ... Cc1ccccc1CN=O
LUMO level ... 0.15 eV



Arrangement two

One molecule with the formula C8H9NO. Source: the OMol25 dataset; level of theory: ωB97M-V with the def2-TZVPD basis set.

Last column: Löwdin charge in e.
Atoms and positions in Å:
H -2.14177 0.85376 3.15571  0.104
N -1.74078 -0.02733 2.60603  0.112
C -0.81900 0.32846 1.71997  -0.276
C -0.67876 1.76421 1.53195  -0.107
C -0.92718 2.36166 0.37737  -0.080
C -1.25799 1.49238 -0.72581  -0.099
C -0.92310 0.19241 -0.73168  -0.072
C -0.13925 -0.35512 0.43448  -0.046
C 1.04518 -0.99065 -0.07813  -0.082
O 1.13270 -1.31264 -1.37306  -0.130
C 2.04842 -2.33927 -1.70548  -0.055
H -0.40765 2.35703 2.31421  0.078
H -0.95197 3.38203 0.47788  0.079
H -1.80340 1.88272 -1.58484  0.101
H -1.10074 -0.49141 -1.59077  0.125
H 1.77607 -1.34377 0.50590  0.076
H 2.01924 -3.11231 -0.95479  0.088
H 3.08817 -1.92454 -1.73637  0.111
H 1.78181 -2.71761 -2.64257  0.073

SMILES string ... [H]/N=C1\C=CC=C\C1=C/OC
LUMO level ... 0.32 eV



Arrangement three

One molecule with the formula C8H9NO. Source: the OMol25 dataset; level of theory: ωB97M-V with the def2-TZVPD basis set.

Last column: Löwdin charge in e.
Atoms and positions in Å:
C -0.99021 0.88721 -2.36405  -0.057
C 0.15788 1.55868 -1.90927  -0.057
C -1.34286 -0.03196 -1.30378  -0.090
C 0.50342 1.05415 -0.61194  -0.308
C -0.31448 0.56194 2.20553  -0.132
C 1.47753 1.57819 0.21971  0.072
C -0.90254 -0.24069 1.05640  -0.311
C -0.42983 -1.62789 1.46704  -0.046
N -0.47810 0.07877 -0.29533  -0.062
O -0.83631 0.70806 3.26226  0.103
H -1.48048 0.99928 -3.37408  0.111
H 0.68513 2.38613 -2.44276  0.119
H -1.95819 -0.88936 -1.22256  0.106
H 1.65372 1.18722 1.25253  0.047
H 2.03861 2.44260 -0.10562  0.054
H -1.97642 -0.21660 1.19934  0.149
H 0.68242 -1.70281 1.21240  0.113
H -0.85470 -2.31211 0.73148  0.080
H -0.54613 -1.79644 2.58180  0.109

LUMO level (alpha / beta) ... -0.18 / -0.07 eV



It turns out arrangement one is the most stable, with the second structure 48.0 kJ/mol higher.



Arrangement one

One molecule with the formula C19H31N3O4. Source: the OMol25 dataset; level of theory: ωB97M-V with the def2-TZVPD basis set.

Last column: Löwdin charge in e.
Atoms and positions in Å:
C -3.58615 3.05229 -2.69422  0.042
C -4.43291 2.57117 -1.78895  -0.388
C -5.45515 1.52035 -2.11239  -0.050
C -4.39907 3.02537 -0.35456  -0.069
C -3.79209 2.00913 0.61227  -0.486
O -4.14699 1.93919 1.77469  0.057
N -2.81565 1.23719 0.07569  0.113
C -2.09961 0.22423 0.83975  -0.235
C -1.97985 -1.08469 0.04209  -0.059
C -0.74752 -1.13598 -0.86181  -0.236
C -0.64298 0.02881 -1.86025  -0.090
C 0.07664 1.15017 -1.07215  -0.088
C 0.38301 0.51435 0.29752  -0.238
C -0.72276 0.70881 1.34756  -0.257
C -0.76182 2.13298 1.88245  -0.039
N 0.43224 -0.91781 -0.01409  0.045
C 1.44623 -1.81801 -0.00903  -0.357
O 1.25999 -2.96432 -0.39828  0.062
C 2.82406 -1.41858 0.57023  -0.417
C 3.48522 -0.34044 -0.30049  0.005
C 2.69597 -1.01018 2.04478  0.006
N 3.60739 -2.64396 0.47958  0.140
C 4.88673 -2.76184 0.88683  -0.571
O 5.57895 -1.88335 1.36185  0.073
O 5.32446 -4.02753 0.68933  -0.031
C 6.67884 -4.25162 1.08227  -0.056
H -2.86678 3.82191 -2.43920  0.067
H -3.60199 2.70867 -3.72138  0.065
H -6.46222 1.90759 -1.94147  0.087
H -5.38135 1.19106 -3.14764  0.078
H -5.33710 0.65202 -1.45889  0.083
H -3.81389 3.94288 -0.25569  0.127
H -5.40186 3.23492 0.01855  0.128
H -2.60912 1.37942 -0.89892  0.094
H -2.72795 0.05302 1.71408  0.149
H -1.90136 -1.91878 0.74250  0.129
H -2.89047 -1.23517 -0.54214  0.124
H -0.66839 -2.10993 -1.33526  0.143
H -0.03723 -0.28098 -2.71146  0.116
H -1.61529 0.32148 -2.26078  0.103
H 1.00846 1.42309 -1.56751  0.110
H -0.51155 2.06187 -0.97461  0.100
H 1.31735 0.87760 0.70802  0.112
H -0.45662 0.03944 2.17293  0.149
H -0.93100 2.85824 1.08423  0.077
H -1.56726 2.25140 2.60709  0.085
H 0.18267 2.38551 2.36846  0.084
H 2.96911 0.61577 -0.25596  0.066
H 4.50687 -0.19389 0.04495  0.084
H 3.51284 -0.67239 -1.33960  0.100
H 2.12610 -0.09400 2.18181  0.067
H 2.20316 -1.80696 2.60361  0.102
H 3.69332 -0.86037 2.45368  0.084
H 3.12214 -3.44611 0.10293  0.138
H 6.87583 -5.29735 0.86562  0.089
H 7.35560 -3.61302 0.51687  0.092
H 6.81079 -4.05266 2.14448  0.092

SMILES string ... C=C(C)CC(=O)N[C@H]1C[C@H]2CC[C@@H]([C@H]1C)N2C(=O)C(C)(C)NC(=O)OC
LUMO level ... 0.55 eV



Arrangement two

One molecule with the formula C19H31N3O4. Source: the OMol25 dataset; level of theory: ωB97M-V with the def2-TZVPD basis set.

Last column: Löwdin charge in e.
Atoms and positions in Å:
C -1.20905 -4.91994 -0.71044  0.045
C -0.02657 -4.89692 -0.11267  -0.393
C 1.25398 -5.15327 -0.84855  -0.054
C 0.12033 -4.58156 1.34768  -0.070
C 0.60498 -3.17001 1.64708  -0.478
O 1.17361 -2.90041 2.68964  0.059
N 0.30388 -2.25758 0.69437  0.110
C 0.65493 -0.85529 0.79720  -0.238
C 1.89132 -0.51199 -0.04706  -0.062
C 1.55801 -0.11593 -1.47804  -0.248
C 0.72540 -1.18692 -2.20053  -0.096
C -0.73798 -0.78714 -1.89429  -0.092
C -0.61753 0.45420 -0.98710  -0.231
C -0.53435 0.07244 0.49033  -0.271
C -1.84759 -0.45051 1.04023  -0.035
N 0.62798 1.03162 -1.52738  0.038
C 1.14174 2.34368 -1.46543  -0.339
O 1.76329 2.76183 -2.41288  0.110
C 0.79882 3.38313 -0.36532  -0.438
C 1.67826 3.11900 0.85309  -0.012
C 1.12944 4.76838 -0.89529  -0.027
N -0.63402 3.31091 -0.08216  0.143
C -1.24730 3.72559 1.04928  -0.580
O -0.71605 4.13128 2.05090  0.103
O -2.58842 3.59130 0.91259  -0.041
C -3.33016 3.98791 2.06010  -0.055
H -2.12375 -4.74095 -0.15588  0.069
H -1.30215 -5.13473 -1.76879  0.067
H 1.76663 -6.01979 -0.42469  0.087
H 1.07751 -5.34072 -1.90682  0.079
H 1.93372 -4.30103 -0.75523  0.078
H -0.83130 -4.70581 1.87001  0.129
H 0.83578 -5.25959 1.81337  0.128
H -0.18114 -2.58588 -0.12431  0.091
H 0.91314 -0.70929 1.84615  0.148
H 2.45072 0.29536 0.42951  0.112
H 2.56439 -1.37511 -0.05131  0.129
H 2.45981 0.13052 -2.03091  0.149
H 0.92176 -1.14896 -3.27030  0.115
H 0.97448 -2.19433 -1.86517  0.095
H -1.26907 -0.53195 -2.80937  0.116
H -1.30939 -1.58413 -1.41569  0.093
H -1.45469 1.12713 -1.15237  0.137
H -0.32356 0.99483 1.02780  0.119
H -2.17797 -1.36584 0.54338  0.072
H -1.75197 -0.67094 2.10471  0.093
H -2.63128 0.30103 0.91751  0.083
H 2.71322 3.02512 0.51923  0.101
H 1.61695 3.95022 1.54722  0.083
H 1.40878 2.21944 1.39834  0.075
H 2.18601 4.85993 -1.13652  0.091
H 0.56094 4.98688 -1.79848  0.092
H 0.87535 5.50116 -0.12834  0.093
H -1.24974 3.13012 -0.85639  0.147
H -4.37398 3.83178 1.80882  0.090
H -3.06019 3.38451 2.92587  0.095
H -3.15595 5.03724 2.29334  0.095

SMILES string ... C=C(C)CC(=O)N[C@H]1C[C@H]2CC[C@@H]([C@H]1C)N2C(=O)C(C)(C)NC(=O)OC
LUMO level ... 0.57 eV



It turns out arrangement one is the most stable, with the second structure 89.4 kJ/mol higher.



Arrangement one

An isolated ion of composition C10H15N2 and charge +1. Source: the OMol25 dataset; level of theory: ωB97M-V with the def2-TZVPD basis set.

Last column: Löwdin charge in e.
Atoms and positions in Å:
C 0.37715 2.97053 0.02204  -0.018
N 0.20872 1.56546 -0.17890  -0.109
C 1.41942 0.67672 -0.07856  -0.072
N 1.03254 -0.71502 -0.05691  -0.252
C 1.78957 -1.51488 -1.09298  0.051
C 1.36014 -1.31054 1.28822  0.006
C -0.40671 -0.60852 -0.19130  -0.133
C -1.36487 -1.65818 -0.30482  0.024
C -2.70893 -1.28876 -0.13432  -0.049
C -3.11620 0.03520 0.11922  -0.024
C -2.18640 1.07005 0.01530  -0.001
C -0.85769 0.77302 -0.15141  -0.186
H 1.46293 3.18428 -0.16199  0.114
H -0.23911 3.36661 -0.74031  0.087
H 0.12290 3.39076 1.01442  0.109
H 2.00332 0.98815 -0.92311  0.138
H 2.00092 1.01804 0.78430  0.154
H 1.11059 -1.62567 -2.04299  0.160
H 2.60858 -0.89923 -1.33736  0.073
H 2.13827 -2.53230 -0.67239  0.138
H 2.47507 -1.49141 1.43856  0.129
H 0.96868 -0.70223 2.12141  0.122
H 0.96945 -2.42203 1.39868  0.153
H -1.10952 -2.66252 -0.39480  0.099
H -3.35753 -2.05130 -0.11830  0.066
H -4.06187 0.39485 0.38853  0.101
H -2.63942 2.04891 -0.01027  0.121

Charge ... +1
SMILES string ... CN1C[N+](C)(C)c2ccccc21
LUMO level ... -2.61 eV



Arrangement two

C10H15N2 as an isolated structure. Source: the OMol25 dataset; level of theory: ωB97M-V with the def2-TZVPD basis set.

Last column: Löwdin charge in e.
Atoms and positions in Å:
C 0.17331 0.83223 -1.65400  -0.059
C -0.32745 0.67693 0.75945  0.163
C 0.21743 2.13994 3.66931  -0.020
C -0.16753 1.17902 2.03792  -0.250
C -0.95568 0.57292 -2.32453  -0.028
C -1.64495 -0.67954 -1.79018  -0.123
C -0.55204 -1.35725 -0.87324  -0.296
C 0.39808 -0.18886 -0.58167  -0.392
C 0.12052 -2.55601 -1.63574  -0.024
C 1.91076 -0.39634 -0.23807  -0.037
N 0.92537 1.34137 2.89706  0.148
N -0.89313 2.06311 2.93410  0.163
H 0.80508 1.61658 -1.71957  0.081
H -1.42449 1.00303 0.58915  0.143
H 0.52091 2.67833 4.49487  0.141
H -1.61432 1.07160 -3.04157  0.120
H 1.95966 1.25627 2.84649  0.198
H -2.36318 -0.50427 -0.98925  0.110
H -1.90755 -1.33590 -2.63972  0.125
H -0.75934 -1.66286 0.12518  0.125
H 0.89859 -2.85464 -1.03500  0.036
H 0.58733 -2.28740 -2.68915  0.144
H -0.65026 -3.20242 -1.75362  0.041
H 2.42717 -0.95256 -1.04832  0.089
H 1.97083 -1.17870 0.58636  0.100
H 2.25879 0.68672 0.01540  0.114
H -1.91391 2.03868 3.05835  0.186

Charge ... +1
LUMO level ... -4.30 eV



It turns out arrangement one is the most stable, with the second structure 258.1 kJ/mol higher.